No. 1
Computed, not measured: a 3-piece molecular cluster, C44H36BrN2O6P overall, with ωB97M-V/def2-TZVPD.

Summary:
- F_max (eV/Å) = 0.607
- energy above the lowest of the compared OMol25 structures with the same formula, charge and spin (kcal per mole) = 0.0
- E_tot (hartree) = -5174.633401

Each line ends with the Mulliken charge.
Atoms and positions in Å:
Br (2.8906, 7.7805, 1.6620)  0.055
P (5.5122, 6.3395, 0.3456)  0.521
O (5.9712, 2.5331, -2.3367)  -0.381
O (0.3944, -8.3246, 5.4000)  -0.665
O (-6.8712, -1.0824, -3.2232)  -0.672
O (-1.4205, -5.6072, 1.1483)  -0.662
O (-2.3404, 0.3862, -0.7608)  -0.654
O (6.6169, 5.6319, -0.3301)  -0.673
N (3.2027, 4.3376, 2.7871)  -0.536
N (3.3272, 7.3857, -2.2758)  -0.595
C (-4.2069, -7.1932, 3.8249)  -0.531
C (2.9856, 5.0607, 1.9258)  0.124
C (-2.7440, -2.3541, -1.1967)  -0.605
C (3.9724, 4.3107, -0.6563)  -1.567
C (2.2879, -7.3550, 3.5845)  -0.589
C (-4.8547, -1.7695, -2.2083)  0.238
C (0.5753, 3.5210, -0.2636)  1.394
C (-1.4779, -7.5435, 4.1967)  0.333
C (-5.5716, 0.6770, -2.3409)  0.425
C (2.7149, 5.9811, 0.8257)  0.438
C (-3.6675, -1.3887, -1.5778)  0.320
C (-0.0163, -7.7325, 4.4255)  0.503
C (-1.9491, -6.8254, 3.0958)  0.216
C (-5.1117, -3.1140, -2.4431)  -0.563
C (1.3453, -5.9854, 1.3545)  -0.522
C (0.4491, -6.4773, 2.2953)  0.273
C (-4.1616, 2.3944, -1.4023)  -0.529
C (0.1623, 2.6166, -1.2339)  -1.009
C (-6.4972, 1.6429, -2.7146)  -0.677
C (4.0960, 4.0197, -2.1451)  -0.467
C (-3.7377, -7.9162, 4.9164)  -0.477
C (-2.3771, -8.0891, 5.1038)  -0.601
C (-3.3155, -6.6489, 2.9165)  -0.609
C (0.5971, 5.2266, -1.9613)  -0.738
C (3.5355, 6.6964, -1.3872)  -0.432
C (-0.0322, 2.9994, -2.5517)  -0.861
C (-5.8577, -0.7557, -2.6437)  0.545
C (-5.0904, 3.3519, -1.7718)  -0.659
C (-3.3761, 0.0437, -1.2930)  0.410
C (0.1718, 4.3193, -2.9177)  -0.944
C (-3.0036, -3.6929, -1.4357)  -0.390
C (-4.1896, -4.0715, -2.0556)  -0.702
C (3.1762, -6.8601, 2.6452)  -0.500
C (0.8266, 4.8432, -0.6430)  1.225
C (-6.2566, 2.9763, -2.4302)  -0.458
C (0.9222, -7.1703, 3.4115)  0.233
C (-1.0093, -6.2455, 2.0952)  0.525
C (3.8089, 5.8110, -0.2615)  1.915
C (-4.3986, 1.0547, -1.6853)  0.227
C (1.2431, 5.9255, 0.3325)  -1.965
C (0.7110, 3.0432, 1.1561)  -1.656
C (2.7049, -6.1791, 1.5281)  -0.520
C (4.5594, 2.5879, -2.3738)  -0.889
C (6.5093, 1.5132, -1.5285)  -0.677
H (-6.0353, -3.3956, -2.9294)  0.477
H (-3.2462, 2.6728, -0.8977)  0.634
H (0.7514, 6.2532, -2.2564)  0.421
H (4.8422, 3.9053, -0.1396)  0.813
H (-4.9066, 4.3945, -1.5487)  0.430
H (0.6161, 5.8888, 1.2225)  0.560
H (3.4012, -5.7985, 0.7927)  0.406
H (4.8325, 4.6745, -2.6072)  0.467
H (6.2955, 0.5210, -1.9356)  0.303
H (0.1839, 2.0996, 1.2758)  0.515
H (3.1027, 3.7736, -0.2850)  0.049
H (5.5299, 7.7290, 0.1867)  0.108
H (4.1499, 1.9395, -1.5917)  0.438
H (7.5834, 1.6671, -1.4976)  0.259
H (-2.2877, -4.4435, -1.1273)  0.424
H (2.6400, -7.8885, 4.4563)  0.482
H (-5.2707, -7.0554, 3.6839)  0.404
H (0.0006, 4.6375, -3.9356)  0.459
H (1.0628, 6.8819, -0.1501)  0.648
H (-1.8292, -2.0463, -0.7098)  0.487
H (-1.9986, -8.6447, 5.9503)  0.479
H (0.2927, 3.7516, 1.8690)  0.309
H (-7.3991, 1.3370, -3.2261)  0.486
H (3.1262, 4.1559, -2.6194)  0.238
H (6.1228, 1.5672, -0.5065)  0.277
H (5.4312, 6.1157, 1.7302)  0.114
H (4.2396, -7.0054, 2.7811)  0.392
H (-0.0465, 1.5966, -0.9424)  0.554
H (-0.3702, 2.2724, -3.2768)  0.571
H (0.9659, -5.4532, 0.4936)  0.485
H (4.2090, 2.2279, -3.3424)  0.389
H (1.7506, 2.8597, 1.4279)  0.214
H (-3.6663, -6.0849, 2.0634)  0.546
H (-4.4368, -8.3441, 5.6225)  0.394
H (-6.9785, 3.7274, -2.7223)  0.395
H (-4.3935, -5.1188, -2.2356)  0.429


No. 2
Computed, not measured: C17H31CaF3O2P2 as an isolated structure, with ωB97M-V/def2-TZVPD.

Summary:
- F_max (eV/Å) = 4.480
- energy above the lowest of the compared OMol25 structures with the same formula, charge and spin (kcal per mole) = 83.4
- E_tot (hartree) = -2476.496085

Each line ends with the Mulliken charge.
Atoms and positions in Å:
Ca (-1.6867, -1.4828, -0.4237)  0.004
P (0.9930, -2.0425, -0.8885)  0.592
P (-1.5029, 0.1354, 2.0978)  1.062
F (-0.9919, -6.5992, 1.2981)  -0.255
F (-2.4012, -5.2718, 0.2850)  -0.247
F (-2.1779, -5.1940, 2.4634)  -0.255
O (-0.9096, -3.0850, 0.8385)  -0.100
O (0.7635, -4.5085, 1.5098)  -0.586
C (-1.3417, 1.4834, 3.2406)  -1.581
C (1.6622, -1.8729, -2.5752)  -1.239
C (2.5059, -2.1183, 0.1676)  -1.237
C (1.1869, 1.3574, -2.6514)  0.258
C (-2.1655, -1.3212, 2.9105)  -1.231
C (2.1805, 1.3231, -1.7389)  -0.129
C (-1.4806, -5.3431, 1.3052)  0.802
C (-0.7960, 2.9467, -2.3408)  -1.293
C (0.3771, -0.3847, -0.3214)  -0.597
C (-2.8187, 0.5670, 0.9320)  -1.524
C (0.0638, 2.5884, -0.0839)  0.065
C (0.5196, 2.5973, -3.1215)  -1.020
C (2.5332, 2.5484, -0.9242)  -1.102
C (0.0983, -0.1434, 1.2260)  -0.992
C (1.3290, 3.3731, -0.3790)  -1.288
C (-0.3736, -4.2187, 1.2158)  0.115
C (-0.9071, 2.3430, -0.9792)  -0.130
H (0.6546, 0.7831, 1.4483)  0.916
H (-0.3665, 0.0952, -1.0125)  0.509
H (-1.9138, 2.0726, -0.6678)  0.139
H (1.1912, 3.4662, -3.0433)  0.296
H (2.5532, -1.2426, 0.8193)  0.402
H (-1.3766, -1.9298, 3.3972)  0.390
H (-1.7480, 2.4057, 2.8070)  0.462
H (2.8796, 0.4669, -1.6246)  0.391
H (-2.8652, -1.0003, 3.6994)  0.493
H (3.3821, -2.1692, -0.4884)  0.443
H (0.8938, 0.4718, -3.1900)  0.197
H (-2.7461, 0.3260, -0.1641)  0.426
H (-0.2955, 1.6589, 3.5056)  0.429
H (-0.8884, 4.0484, -2.3069)  0.359
H (-1.8987, 1.2712, 4.1626)  0.435
H (1.2261, 0.2891, -0.4296)  -0.469
H (0.8776, -1.4977, -3.2470)  0.280
H (1.6652, 3.8483, 0.5634)  0.443
H (3.1231, 2.2037, -0.0703)  0.359
H (-0.1070, 2.4509, 0.9810)  0.900
H (1.9654, -2.8737, -2.9131)  0.459
H (0.6497, -0.9320, 1.7627)  0.282
H (1.1157, 4.1665, -1.1034)  0.317
H (-2.7392, -2.0183, 2.2667)  0.253
H (-2.8330, 1.6595, 0.9054)  0.432
H (2.4274, -3.0294, 0.7777)  0.284
H (-1.6504, 2.5954, -2.9254)  0.389
H (-3.8042, 0.2324, 1.2860)  0.437
H (2.5361, -1.2022, -2.5682)  0.352
H (0.2427, 2.4850, -4.1940)  0.485
H (3.1896, 3.2208, -1.4960)  0.415


No. 3
Computed, not measured: C24H50AgF9N2O10 as an isolated structure, with ωB97M-V/def2-TZVPD.

Summary:
- F_max (eV/Å) = 3.624
- energy above the lowest of the compared OMol25 structures with the same formula, charge and spin (kcal per mole) = 73.8
- E_tot (hartree) = -2851.906903

Each line ends with the Mulliken charge.
Atoms and positions in Å:
Ag (6.3376, 5.5032, -14.4450)  0.864
F (7.1527, 2.3450, -12.4272)  -0.244
F (7.3266, 0.3564, -13.1753)  -0.318
F (5.4356, 1.3323, -13.1598)  -0.269
F (5.0040, 6.2998, -9.4457)  -0.290
F (6.3874, 9.6421, -16.8656)  -0.276
F (3.1966, 5.9054, -10.3734)  -0.290
F (7.5608, 9.2726, -15.1944)  -0.236
F (8.5415, 9.4636, -16.9659)  -0.303
F (4.7042, 4.4433, -10.5960)  -0.254
O (6.6625, 3.2730, -15.1895)  0.227
O (1.4178, 6.9094, -17.0176)  -0.364
O (4.4501, 6.5645, -13.1681)  -0.513
O (5.9483, 6.8808, -16.7359)  -0.837
O (8.0573, 6.5731, -15.8832)  -0.116
O (6.3754, 6.6385, -11.9875)  -0.228
O (3.3991, 11.3862, -15.4533)  -0.245
O (3.0631, 4.1642, -16.4140)  0.140
O (5.5786, 3.1140, -20.7879)  -0.373
O (6.4950, 1.0146, -15.6477)  -0.347
N (5.4647, 3.8041, -17.7951)  1.485
N (3.5137, 8.0874, -15.6084)  1.216
C (10.0975, 5.4287, -15.3856)  -0.872
C (5.4835, 1.7981, -21.4528)  -0.631
C (6.4562, -0.4554, -17.5656)  -1.511
C (3.6557, 9.1493, -14.4562)  0.063
C (6.5954, 4.2739, -18.8130)  -0.097
C (2.8203, 12.7016, -15.3210)  -0.863
C (8.6254, 7.6724, -12.5948)  -0.701
C (4.9864, 6.6736, -11.8421)  -0.234
C (4.1879, 3.0106, -18.2323)  -0.217
C (7.4463, 8.9544, -16.4645)  0.308
C (1.8195, 6.0900, -18.1096)  -0.567
C (1.6625, 8.2920, -17.3146)  -0.747
C (7.1606, 7.8820, -12.1508)  0.089
C (4.4981, 5.8080, -10.6083)  0.640
C (7.0902, 2.0123, -14.8020)  -0.457
C (9.4783, 6.6514, -16.0777)  -0.678
C (2.3283, 4.2532, -15.1544)  -0.845
C (3.0722, 8.7563, -16.9665)  -0.387
C (2.8424, 10.4841, -14.5481)  -0.943
C (7.2155, 0.5947, -16.7624)  0.097
C (6.7162, 1.5480, -13.3778)  0.746
C (3.2193, 2.8604, -17.0254)  -1.113
C (6.7290, 3.3279, -20.0335)  -0.827
C (7.2429, 7.4202, -16.7386)  -0.250
H (9.1484, 7.1160, -11.8170)  0.420
H (7.0665, 8.4632, -11.2335)  0.428
H (4.7364, 9.2786, -14.3962)  0.081
H (6.4571, -1.3886, -17.0023)  0.389
H (1.7332, 12.6941, -15.2419)  0.329
H (8.6188, 7.1882, -13.5713)  -0.301
H (1.8099, 10.2528, -14.8098)  0.365
H (3.1411, 13.3492, -16.1369)  0.234
H (6.1772, 5.2412, -19.0916)  0.328
H (8.1761, 1.9642, -14.7208)  0.127
H (3.0204, 9.8432, -17.0302)  0.430
H (11.1850, 5.4477, -15.4574)  0.405
H (7.2052, 2.4169, -19.6710)  0.432
H (3.3085, 8.7361, -13.5092)  0.167
H (1.4372, 5.0892, -17.9091)  0.151
H (7.3372, 1.3859, -17.5022)  0.013
H (1.3877, 6.4370, -19.0484)  0.412
H (3.7494, 3.5843, -19.0489)  0.514
H (9.7010, 4.5182, -15.8349)  0.123
H (1.3951, 3.6998, -15.2593)  0.423
H (9.7558, 6.6858, -17.1313)  0.435
H (7.5817, 7.3473, -17.7720)  0.288
H (1.0012, 8.8644, -16.6640)  0.257
H (5.4006, -0.2132, -17.6886)  0.286
H (3.7570, 2.3139, -16.2506)  0.301
H (1.3729, 8.5354, -18.3369)  0.499
H (9.7907, 7.6126, -15.6695)  0.291
H (2.8474, 10.9003, -13.5407)  0.625
H (3.2196, 13.0962, -14.3867)  0.347
H (9.0493, 8.6642, -12.7525)  0.405
H (6.7430, 8.4131, -13.0062)  -0.167
H (4.3716, 2.0156, -18.6375)  0.265
H (5.9420, 3.3413, -17.0348)  -0.530
H (2.9235, 7.3283, -15.2993)  0.265
H (4.3885, 7.6104, -15.7737)  -0.636
H (7.4507, 3.8085, -20.6939)  0.417
H (7.4979, 4.3128, -18.2030)  0.181
H (2.9547, 3.8515, -14.3579)  0.234
H (5.5209, 1.0785, -20.6350)  0.231
H (9.8348, 5.4001, -14.3281)  0.195
H (2.3037, 2.3220, -17.2702)  0.450
H (3.7923, 8.6187, -17.7731)  0.256
H (6.8318, -0.6931, -18.5608)  0.380
H (2.0442, 5.2718, -14.8900)  0.110
H (2.9025, 6.0034, -18.1978)  0.170
H (4.6364, 1.7684, -22.1382)  0.217
H (5.2598, 4.6916, -17.3586)  -0.544
H (6.4362, 1.8006, -21.9824)  0.349
H (4.7833, 7.6660, -11.4398)  0.094
H (8.1559, 0.0994, -16.5208)  0.430


No. 4
Computed, not measured: one molecule with the formula C7H12, with ωB97M-V/def2-TZVPD.

Summary:
- F_max (eV/Å) = 2.753
- energy above the lowest of the compared OMol25 structures with the same formula, charge and spin (kcal per mole) = 58.6
- E_tot (hartree) = -273.815119

Each line ends with the Mulliken charge.
Atoms and positions in Å:
C (-0.7372, 0.1514, 0.1549)  -0.587
C (4.2884, -0.2030, 0.4314)  -0.795
C (-3.1767, 0.8461, -0.0506)  -1.240
C (0.4424, -0.6743, -0.3940)  -0.394
C (-2.0355, 0.0251, -0.6578)  -0.338
C (3.0341, -0.3684, 0.0804)  0.026
C (1.7657, -0.5011, 0.3628)  -0.281
H (0.1403, -1.7339, -0.4044)  0.273
H (-0.4498, 1.2099, 0.1906)  0.305
H (-2.9186, 1.9111, -0.0123)  0.312
H (-0.9394, -0.1530, 1.1904)  0.314
H (4.9213, -1.0571, 0.6498)  0.249
H (-3.3919, 0.5225, 0.9748)  0.314
H (2.0880, -0.4419, 1.4298)  0.289
H (0.5850, -0.4080, -1.4536)  0.327
H (-2.3410, -1.0288, -0.7204)  0.307
H (-1.8626, 0.3546, -1.6921)  0.307
H (-4.1029, 0.7511, -0.6291)  0.361
H (4.6906, 0.7977, 0.5494)  0.250


No. 5
Computed, not measured: one molecule with the formula C4H7NO, with ωB97M-V/def2-TZVPD.

Summary:
- F_max (eV/Å) = 0.279
- energy above the lowest of the compared OMol25 structures with the same formula, charge and spin (kcal per mole) = 67.6
- E_tot (hartree) = -286.523943

Each line ends with the Mulliken charge.
Atoms and positions in Å:
O (0.1177, 1.6500, -0.7788)  -0.294
N (-0.7952, 0.5541, -1.0471)  -0.341
C (1.2776, 1.0727, -0.3327)  -0.401
C (-1.0344, -0.4592, 1.1730)  -1.236
C (-0.3150, -0.5385, -0.1759)  0.227
C (1.1624, -0.2239, -0.0753)  -0.313
H (-0.5391, 0.2882, -2.0025)  0.287
H (-0.5125, -1.4990, -0.6644)  0.350
H (-2.0834, -0.7595, 1.0786)  0.308
H (-0.5534, -1.0916, 1.9262)  0.337
H (1.9537, -0.9069, 0.1914)  0.373
H (2.1168, 1.7446, -0.1947)  0.425
H (-1.0113, 0.5766, 1.5270)  0.279